*w*
This record from the Open Molecules 2025 dataset describes C18H14FN3O in the gas phase. The level of theory is the ωB97M-V functional and the def2-TZVPD basis.

Calculated values
HOMO-LUMO gap ... 7.91 eV
Net charge ... 0
LUMO energy ... -0.3 eV

Element x y z (Å)
1 N -3.025 -3.923 -3.341
2 O 1.672 3.588 1.863
3 F 3.609 -0.356 -1.767
4 C -2.402 -3.138 -2.757
5 C 0.900 2.614 1.637
6 C -1.628 -2.308 -1.868
7 C -2.377 -1.708 -0.841
8 C 1.562 -0.778 -3.000
9 C 1.911 -1.704 -0.778
10 C 0.348 -1.375 -3.152
11 C 0.697 -2.232 -0.894
12 C -2.108 -0.786 1.544
13 C -1.418 -0.021 2.448
14 C -0.920 0.221 -0.233
15 C 2.318 -0.958 -1.846
16 C -0.144 -2.049 -2.041
17 C -1.861 -0.769 0.215
18 C -0.548 0.982 2.052
19 C -0.317 1.082 0.678
20 N 0.227 1.937 2.699
21 N 0.535 2.097 0.364
22 C 0.229 2.197 4.079
23 C 1.271 2.435 -0.902
24 H -3.390 -1.822 -0.659
25 H 2.104 -0.138 -3.728
26 H 2.402 -1.758 0.109
27 H -0.322 -1.125 -4.039
28 H 0.304 -2.853 -0.071
29 H -2.730 -1.582 1.910
30 H -1.497 -0.064 3.557
31 H -0.648 0.311 -1.287
32 H -0.551 1.647 4.552
33 H 1.089 1.623 4.466
34 H 0.378 3.243 4.419
35 H 2.323 2.448 -0.665
36 H 0.905 3.413 -1.074
37 H 1.103 1.610 -1.649

Results of the Mulliken charge analysis, in e, for atoms 1 through 2: number 1, N, carries -0.534; number 2, O, carries -0.702



*x*
This record from the Open Molecules 2025 dataset describes C18H14FN3O in the gas phase. The level of theory is the ωB97M-V functional and the def2-TZVPD basis.

Calculated values
HOMO-LUMO gap ... 8.44 eV
Net charge ... 0
LUMO energy ... 0.0 eV

Element x y z (Å)
1 F 2.881 2.404 1.515
2 C -1.540 -1.192 -1.719
3 C -1.945 -0.882 -2.843
4 N 1.035 0.338 2.012
5 N -1.632 -0.704 -5.194
6 N 3.026 1.061 4.900
7 O 1.869 0.101 3.155
8 C -0.204 -0.440 0.175
9 C -0.980 -1.428 -0.411
10 C 0.490 -0.686 1.416
11 C -1.984 -0.179 -6.413
12 C 3.745 2.030 5.497
13 C -2.382 -0.450 -4.140
14 C 2.585 1.190 3.633
15 C -3.134 0.600 -6.571
16 C 4.105 3.168 4.836
17 C -3.532 0.356 -4.226
18 C -3.917 0.864 -5.454
19 C 3.747 3.338 3.482
20 C 3.025 2.306 2.859
21 C -1.218 -2.755 0.289
22 C 0.601 -2.123 1.884
23 C -0.775 -2.787 1.764
24 H -0.111 0.521 -0.275
25 H -1.437 -0.504 -7.303
26 H 4.130 1.930 6.523
27 H -3.483 1.053 -7.507
28 H 4.724 3.927 5.340
29 H -4.125 0.602 -3.348
30 H -4.806 1.531 -5.502
31 H 4.051 4.244 2.915
32 H -2.243 -2.960 0.254
33 H -0.646 -3.517 -0.220
34 H 1.020 -2.224 2.931
35 H 1.282 -2.647 1.268
36 H -0.735 -3.828 2.110
37 H -1.487 -2.253 2.365

Results of the Mulliken charge analysis, in e, for atoms 1 through 2: number 1, F, carries -0.262; number 2, C, carries -0.613



Which of them is most stable? Easy: *w*.



*w*
This record from the Open Molecules 2025 dataset describes a gas-phase ion, C5H12NO2 (charge -1). The level of theory is the ωB97M-V functional and the def2-TZVPD basis.

Calculated values
HOMO-LUMO gap ... 5.57 eV
Net charge ... -1
LUMO energy ... 3.4 eV

Element x y z (Å)
1 C -2.136 -0.012 0.014
2 C -0.512 0.259 -0.254
3 C 0.139 -0.187 1.224
4 C 1.590 0.192 1.494
5 O 1.858 0.301 2.973
6 N 0.029 -0.571 -1.336
7 C 0.693 -0.078 -2.617
8 O -0.378 0.344 -3.285
9 H -2.677 0.724 -0.839
10 H -2.609 -0.953 -0.057
11 H -2.155 0.544 1.016
12 H -0.415 1.280 -0.407
13 H -0.715 0.108 2.024
14 H 0.171 -1.236 1.107
15 H 2.389 -0.460 1.122
16 H 1.797 1.277 1.479
17 H 1.108 -0.068 3.553
18 H -0.728 -1.207 -1.567
19 H 1.409 0.793 -2.448
20 H 1.143 -1.049 -3.198

Results of the Mulliken charge analysis, in e, for atoms 1 through 2: number 1, C, carries -1.209; number 2, C, carries 0.131



*x*
This record from the Open Molecules 2025 dataset describes 2 unconnected molecules or ions with the total composition C5H12NO2. The level of theory is the ωB97M-V functional and the def2-TZVPD basis.

Calculated values
HOMO-LUMO gap ... 7.05 eV
Net charge ... -1
LUMO energy ... 3.8 eV

Element x y z (Å)
1 C -2.350 2.082 1.905
2 C -0.959 1.553 2.090
3 C -0.442 0.590 1.325
4 O 0.849 0.298 1.226
5 H -2.304 3.114 1.561
6 H -2.868 1.520 1.127
7 H -2.974 2.025 2.797
8 H -0.276 2.092 2.741
9 H -1.117 0.027 0.685
10 H 1.069 -0.322 0.449
11 C 2.242 -0.949 -1.973
12 N 1.430 -1.330 -0.819
13 C -0.057 -1.468 -1.358
14 O -0.167 -2.153 -2.458
15 H 1.985 -1.566 -2.837
16 H 3.299 -0.990 -1.708
17 H 1.986 0.082 -2.244
18 H 1.608 -2.320 -0.655
19 H -0.379 -0.391 -1.396
20 H -0.575 -1.894 -0.457

Results of the Mulliken charge analysis, in e, for atoms 1 through 2: number 1, C, carries -0.988; number 2, C, carries -0.222



*y*
This record from the Open Molecules 2025 dataset describes 2 unconnected molecules or ions with the total composition C5H12NO2. The level of theory is the ωB97M-V functional and the def2-TZVPD basis.

Calculated values
HOMO-LUMO gap ... 6.75 eV
Net charge ... -1
LUMO energy ... 3.7 eV

Element x y z (Å)
1 C -0.776 -1.250 0.505
2 C -1.490 0.199 0.156
3 C -2.112 0.167 -1.272
4 C -2.163 1.054 -2.267
5 N 0.730 -1.460 0.440
6 C 1.560 -0.757 1.487
7 O 2.341 0.004 0.767
8 H -1.216 -1.932 -0.202
9 H -1.062 -1.720 1.571
10 H -0.746 1.030 0.179
11 H -2.240 0.191 1.034
12 H -2.685 -0.782 -1.392
13 H -2.672 0.710 -3.103
14 H -1.774 2.005 -2.183
15 H 0.980 -1.164 -0.435
16 H 0.937 -0.108 2.163
17 H 2.060 -1.460 2.091
18 H 4.178 1.859 0.470
19 H 2.751 1.380 0.188
20 O 3.400 2.034 -0.198

Results of the Mulliken charge analysis, in e, for atoms 1 through 2: number 1, C, carries -0.870; number 2, C, carries -0.169



Which of them is most stable? Easy: *x*.